Below is a 7-piece molecular cluster, C26H44ClNO20P overall at a distorted geometry, with properties calculated with wB97M-V/def2-TZVPD.

Structure (XYZ):
```
93
C26H44ClNO20P wB97M-V/def2-TZVPD
N 0.094 4.687 0.660
C 0.952 3.774 -0.229
C -0.140 3.125 -1.266
O -0.664 1.949 -0.542
P 0.602 1.368 0.537
Cl 1.574 0.814 -1.308
O 1.577 2.837 0.746
H 0.532 4.635 1.626
H -0.863 4.255 0.812
H 1.852 4.393 -0.681
H -1.030 3.882 -1.329
H 0.148 3.008 -2.413
H -0.053 1.693 1.782
H -0.107 0.117 0.423
H 1.559 0.600 1.305
C 2.647 9.650 -1.024
C 1.601 9.002 -1.909
C 0.254 8.898 -1.261
O -0.304 7.755 -1.883
C 0.748 6.969 -2.262
O 0.644 5.814 -2.644
O 1.931 7.644 -2.156
H 3.591 9.753 -1.569
H 2.329 10.642 -0.690
H 2.861 9.030 -0.146
H 1.544 9.521 -2.873
H -0.365 9.780 -1.449
H 0.299 8.719 -0.181
C 0.105 -3.803 1.640
C 1.426 -3.292 2.178
C 1.582 -3.483 3.656
O 2.441 -2.418 4.019
C 2.240 -1.427 3.099
O 2.657 -0.286 3.211
O 1.509 -1.882 2.038
H 0.072 -3.691 0.551
H -0.046 -4.858 1.886
H -0.735 -3.221 2.037
H 2.260 -3.740 1.625
H 2.037 -4.446 3.903
H 0.644 -3.379 4.213
C 0.444 -0.158 -4.209
C 0.117 -1.306 -5.142
C -1.208 -1.157 -5.829
O -1.598 -2.500 -6.048
C -0.993 -3.243 -5.073
O -1.262 -4.407 -4.826
O -0.049 -2.511 -4.411
H 1.445 -0.292 -3.784
H 0.414 0.802 -4.732
H -0.251 -0.126 -3.363
H 0.928 -1.453 -5.865
H -1.123 -0.621 -6.778
H -1.969 -0.669 -5.211
C -3.495 -8.908 2.386
C -2.750 -7.634 2.045
C -1.307 -7.858 1.706
O -0.703 -6.637 2.092
C -1.485 -6.115 3.084
O -1.163 -5.176 3.793
O -2.673 -6.783 3.178
H -4.553 -8.691 2.566
H -3.423 -9.642 1.578
H -3.109 -9.356 3.309
H -3.270 -7.092 1.246
H -1.157 -8.042 0.639
H -0.845 -8.671 2.276
C -3.301 -5.448 7.872
C -4.346 -6.096 6.987
C -5.694 -6.200 7.635
O -6.252 -7.343 7.012
C -5.200 -8.129 6.633
O -5.304 -9.283 6.252
O -4.017 -7.454 6.739
H -2.357 -5.345 7.326
H -3.619 -4.456 8.206
H -3.087 -6.068 8.749
H -4.404 -5.576 6.023
H -6.313 -5.318 7.446
H -5.649 -6.378 8.715
C 3.058 6.233 -4.584
C 3.742 6.951 -5.730
C 4.516 6.035 -6.630
O 5.539 6.878 -7.127
C 5.739 7.844 -6.180
O 6.681 8.619 -6.175
O 4.747 7.825 -5.241
H 2.462 6.941 -3.997
H 2.398 5.440 -4.946
H 3.792 5.800 -3.895
H 3.015 7.547 -6.293
H 3.904 5.647 -7.449
H 4.981 5.194 -6.104
```

The highest occupied orbital energy is -0.1671 Eh. The energy above the lowest of the compared OMol25 structures with the same formula, charge and spin comes out at 48.0 kcal/mol. The calculation puts the LUMO energy at 1.85 eV. Its strongest force on any atom is 4.56 eV/Å. The total charge is -1. The multiplicity is 1.

Now the Löwdin charges, all in e: -0.015 -0.410 -0.292 -0.475 0.225 0.230 -0.399 0.072 0.069 0.141 0.105 0.100 -0.022 -0.059 -0.053 -0.021 -0.348 -0.117 0.070 -0.499 0.132 0.045 0.087 0.088 0.097 0.160 0.140 0.145 -0.018 -0.330 -0.125 0.052 -0.506 0.119 0.074 0.097 0.046 0.103 0.160 0.139 0.130 -0.067 -0.354 -0.123 0.053 -0.510 0.115 0.093 0.042 0.090 0.080 0.156 0.138 0.143 -0.018 -0.345 -0.102 0.028 -0.494 0.125 0.088 0.089 0.090 0.096 0.164 0.148 0.144 -0.017 -0.350 -0.119 0.062 -0.507 0.123 0.084 0.089 0.092 0.092 0.164 0.143 0.141 -0.008 -0.345 -0.119 0.058 -0.509 0.122 0.085 0.057 0.102 0.111 0.159 0.141 0.144